Record 1
C4H10O2 | ωB97M-V/def2-TZVPD

Results
multiplicity	1
frontier orbital gap	11.141	eV
HOMO energy	-10.354	eV
energy relative to the best compared isomer or geometry (same formula, charge and spin)	1.186	eV
structure (SMILES)	C[C@@H](O)CCO
E_tot	-308.8546	Eh

```
16
C4H10O2 | the OMol25 dataset | ωB97M-V/def2-TZVPD
C -1.28 0.60 1.63
C -0.05 0.43 0.80
O 1.14 0.18 1.63
C -0.14 -0.69 -0.23
C 0.56 -0.25 -1.50
O 0.45 -1.16 -2.62
H -1.46 -0.26 2.27
H -1.27 1.47 2.29
H -2.12 0.64 0.93
H 0.25 1.34 0.28
H 1.85 0.65 1.19
H -1.12 -1.14 -0.43
H 0.39 -1.56 0.17
H 1.63 -0.13 -1.32
H 0.12 0.68 -1.85
H 1.05 -0.80 -3.25
```

Record 2
C4H10O2 | ωB97M-V/def2-TZVPD

Results
multiplicity	1
frontier orbital gap	9.651	eV
HOMO energy	-8.677	eV
energy relative to the best compared isomer or geometry (same formula, charge and spin)	3.555	eV
E_tot	-308.7675	Eh

```
16
C4H10O2 | the OMol25 dataset | ωB97M-V/def2-TZVPD
C -0.41 -0.30 -0.15
C 1.57 0.91 0.16
C -0.90 -1.70 0.06
C -1.42 0.81 0.03
O 0.74 -0.08 0.59
O 2.86 0.73 0.57
H 3.10 -0.20 0.44
H 0.28 0.07 -1.40
H 1.22 1.91 0.36
H 1.12 0.76 -1.28
H -1.73 -1.93 -0.61
H -1.08 1.74 -0.42
H -1.27 -1.84 1.09
H -0.10 -2.42 -0.10
H -1.60 1.00 1.09
H -2.37 0.53 -0.43
```

Record 3
C4H10O2 | ωB97M-V/def2-TZVPD

Results
multiplicity	1
frontier orbital gap (alpha / beta)	7.860 / 7.861	eV
HOMO energy (alpha / beta)	-8.800 / -8.800	eV
energy relative to the best compared isomer or geometry (same formula, charge and spin)	4.534	eV
E_tot	-308.7315	Eh

```
16
C4H10O2 | the OMol25 dataset | ωB97M-V/def2-TZVPD
C -1.82 0.06 0.11
C -0.39 0.38 0.21
O 0.14 -1.47 1.65
C 0.32 0.96 -1.01
C 1.64 0.20 -0.94
O 1.26 -1.02 -0.37
H -2.15 -0.51 0.98
H -2.32 1.04 0.07
H -2.05 -0.46 -0.82
H -0.01 0.71 1.17
H -0.12 -2.34 1.30
H 0.36 2.06 -0.95
H -0.24 0.69 -1.92
H 2.40 0.77 -0.37
H 2.04 -0.01 -1.93
H 1.01 -1.15 0.72
```

Record 4
C4H10O2 | ωB97M-V/def2-TZVPD

Results
multiplicity	1
frontier orbital gap	10.762	eV
HOMO energy	-9.792	eV
energy relative to the best compared isomer or geometry (same formula, charge and spin)	1.139	eV
structure (SMILES)	COCCCO
E_tot	-308.8563	Eh

```
16
C4H10O2 | the OMol25 dataset | ωB97M-V/def2-TZVPD
C 2.01 0.74 -0.87
O 0.67 0.32 -0.84
C 0.43 -0.79 0.01
C -1.07 -0.96 0.16
C -1.72 0.22 0.88
O -1.50 1.47 0.27
H 2.65 -0.05 -1.29
H 2.05 1.62 -1.52
H 2.37 1.01 0.13
H 0.89 -0.61 1.00
H 0.90 -1.69 -0.42
H -1.51 -1.10 -0.84
H -1.27 -1.87 0.73
H -2.81 0.06 0.92
H -1.37 0.23 1.93
H -0.70 1.38 -0.26
```

Record 5
C4H10O2 | ωB97M-V/def2-TZVPD

Results
multiplicity	2
expectation value of S²	0.7551
net charge	+1
frontier orbital gap (alpha / beta)	9.225 / 5.953	eV
HOMO energy (alpha / beta)	-14.471 / -14.471	eV
energy relative to the best compared isomer or geometry (same formula, charge and spin)	2.031	eV
E_tot	-308.5062	Eh

```
16
C4H10O2 | the OMol25 dataset | ωB97M-V/def2-TZVPD
C -0.07 0.99 2.27
C 1.78 0.26 -1.10
O 0.78 0.28 -2.08
C 1.24 0.98 0.10
C 0.24 0.50 0.93
H -0.36 0.15 2.91
H -0.92 1.67 2.20
H 0.78 1.52 2.68
H 2.65 0.78 -1.49
H 2.13 -0.74 -0.91
H -0.09 -0.02 -1.80
H 1.49 2.03 0.15
H -0.29 -0.39 0.56
H -3.84 -2.86 -1.18
H -2.61 -2.64 -2.06
O -2.94 -2.50 -1.16
```

Record 6
C4H10O2 | ωB97M-V/def2-TZVPD

Results
multiplicity	2
expectation value of S²	0.7581
net charge	+1
frontier orbital gap (alpha / beta)	8.616 / 4.916	eV
HOMO energy (alpha / beta)	-14.803 / -14.803	eV
energy relative to the best compared isomer or geometry (same formula, charge and spin)	2.920	eV
E_tot	-308.4735	Eh

```
16
C4H10O2 | the OMol25 dataset | ωB97M-V/def2-TZVPD
C 0.10 -1.01 0.88
C -0.01 -0.63 -0.63
C -0.33 -1.99 -1.28
C -1.09 0.51 -0.82
O -0.67 -0.60 1.73
H 1.01 -1.66 1.11
H 0.80 -0.12 -1.05
H -1.04 -2.06 -2.18
H 0.47 -2.82 -1.37
H -1.02 -2.41 -0.51
H -0.96 0.95 -1.78
H -2.07 0.11 -0.64
H -0.92 1.27 0.00
H 2.46 3.46 0.57
H 1.49 2.37 0.98
O 1.63 3.06 0.26
```

Record 7
C4H10O2P | ωB97M-V/def2-TZVPD

Results
multiplicity	3
expectation value of S²	2.0046
net charge	-1
frontier orbital gap (alpha / beta)	3.107 / 7.848	eV
HOMO energy (alpha / beta)	0.986 / -6.392	eV
energy relative to the best compared isomer or geometry (same formula, charge and spin)	2.123	eV
E_tot	-650.1075	Eh

```
17
C4H10O2P | the OMol25 dataset | ωB97M-V/def2-TZVPD
C 0.26 -1.03 2.11
C -0.63 -0.59 -2.19
C 0.39 1.96 1.20
C 0.37 -0.43 -1.08
O -1.87 -1.02 0.32
O -0.82 1.25 0.94
P -0.60 -0.42 0.65
H 1.34 -0.92 1.82
H 0.15 -2.12 1.87
H -1.07 -1.52 -1.99
H -1.39 0.14 -2.15
H -0.17 -0.47 -3.14
H 0.83 2.00 0.16
H 1.07 1.35 1.87
H 0.10 2.85 1.77
H 1.09 0.42 -1.20
H 0.95 -1.45 -0.95
```

Record 8
C4H10O2PdS3Sb | ωB97M-V/def2-TZVPD

Results
multiplicity	2
expectation value of S²	0.7555
net charge	-2
frontier orbital gap (alpha / beta)	4.988 / 4.922	eV
HOMO energy (alpha / beta)	0.524 / 0.591	eV
E_tot	-1871.5937	Eh

```
21
C4H10O2PdS3Sb | the OMol25 dataset | ωB97M-V/def2-TZVPD
Pd 0.92 1.23 1.20
S 1.77 1.06 -2.17
Sb 2.59 2.43 -0.39
S 3.28 0.98 1.55
S 0.66 3.56 0.81
C -1.66 1.50 -0.39
O -1.71 0.62 0.73
C -1.87 -0.74 0.39
C -0.66 -1.38 -0.23
O 0.37 -1.35 0.72
C 1.59 -1.85 0.18
H -2.59 1.41 -0.98
H -0.78 1.32 -1.02
H -1.56 2.51 0.02
H -2.72 -0.88 -0.29
H -2.09 -1.25 1.34
H -0.33 -0.85 -1.13
H -0.92 -2.41 -0.50
H 1.48 -2.93 -0.01
H 2.37 -1.66 0.91
H 1.84 -1.31 -0.74
```